No. 1
ORCA calculation (wB97M-V/def2-TZVPD) on a 3-piece molecular cluster, C5H9ClO2S overall in a non-equilibrium geometry.

Results
DFT total energy	-1204.6396	Eh
max |F|	4.6	eV/A
net charge	0
molar mass	168.6	g mol⁻¹

Each line ends with the Mulliken charge.
Positions of all 18 atoms, in Å:
C  -0.57  -0.05  -1.03  0.28
C  -0.98  -0.46  0.40  0.03
C  -1.73  -0.93  -0.51  -0.40
C  -0.68  1.43  -1.52  -1.48
C  -0.76  -0.29  1.88  -1.03
O  2.62  -2.46  -1.04  -0.43
O  1.98  -0.87  0.70  -0.40
S  1.65  -2.02  -0.05  0.73
Cl  2.31  2.25  0.71  -0.34
H  0.41  -0.57  -1.33  0.18
H  2.42  0.84  0.73  0.37
H  -2.55  -1.38  -0.91  0.53
H  -0.59  1.58  -2.57  0.40
H  0.03  2.10  -1.06  0.20
H  -1.55  1.83  -1.29  0.48
H  -1.50  0.28  2.44  0.37
H  0.29  0.06  2.11  0.22
H  -0.78  -1.33  2.32  0.28

No. 2
ORCA calculation (wB97M-V/def2-TZVPD) on C36H40CdN4OS3 as an isolated structure in a non-equilibrium geometry.

Results
DFT total energy	-3052.3146	Eh
max |F|	3.9	eV/A
net charge	-2
molar mass	753.4	g mol⁻¹

Each line ends with the Mulliken charge.
Positions of all 85 atoms, in Å:
Cd  -15.66  6.68  8.75  1.42
C  -18.95  6.46  10.22  -1.21
C  -18.35  7.80  10.40  0.27
N  -17.12  8.01  10.07  -0.56
N  -16.52  9.25  10.36  -0.27
C  -15.31  9.50  10.06  0.41
S  -14.09  8.51  9.33  -0.51
S  -14.65  11.13  10.52  -0.21
C  -15.76  11.79  11.86  -0.71
C  -16.51  13.04  11.40  0.25
C  -17.86  12.94  11.12  0.36
C  -18.58  14.09  11.01  -0.30
C  -18.05  15.37  11.04  -0.80
C  -16.66  15.49  11.16  -0.44
C  -15.88  14.31  11.38  -0.57
C  -19.22  8.82  11.06  0.05
C  -19.84  9.77  10.22  0.35
C  -20.66  10.77  10.77  -0.82
C  -20.92  10.72  12.17  -0.64
C  -20.31  9.74  12.93  -0.77
C  -19.43  8.75  12.41  0.54
O  -18.88  7.86  13.09  -0.85
H  -18.25  5.76  9.72  0.12
H  -19.82  6.56  9.65  0.37
H  -19.22  6.00  11.20  0.21
H  -15.16  11.97  12.76  0.43
H  -16.43  10.97  12.13  0.25
H  -18.38  12.00  11.08  0.12
H  -19.68  13.94  10.83  0.29
H  -18.65  16.26  11.07  0.46
H  -16.19  16.45  11.12  0.42
H  -14.81  14.47  11.51  0.36
H  -19.56  9.86  9.16  0.10
H  -21.11  11.57  10.23  0.50
H  -21.40  11.52  12.67  0.36
H  -20.52  9.69  13.99  0.36
C  -15.93  6.65  6.36  -0.52
C  -17.04  5.74  6.38  1.36
C  -18.20  6.43  6.24  0.46
C  -17.89  7.83  6.21  0.73
C  -16.53  7.96  6.17  0.80
C  -15.76  9.19  5.94  -1.32
C  -18.82  9.00  6.37  -1.61
C  -19.62  5.86  6.04  -1.84
C  -16.95  4.26  6.53  -1.51
C  -14.55  6.26  5.89  -1.65
H  -15.22  9.59  6.78  0.17
H  -16.44  10.00  5.58  0.17
H  -15.02  9.05  5.19  0.34
H  -19.78  8.77  6.03  0.54
H  -18.48  9.87  5.82  0.23
H  -18.90  9.35  7.39  0.16
H  -20.00  6.29  5.14  0.37
H  -20.31  6.09  6.84  0.26
H  -19.66  4.78  5.92  0.49
H  -18.01  3.95  6.56  0.26
H  -16.34  4.03  7.43  0.27
H  -16.40  3.84  5.69  0.29
H  -13.71  6.95  6.22  0.27
H  -14.54  6.26  4.80  0.38
H  -14.32  5.21  6.19  0.36
C  -15.71  4.69  9.85  -1.76
C  -15.89  3.97  10.82  0.84
C  -16.09  3.21  11.99  0.33
C  -16.07  1.79  12.00  -0.35
C  -16.18  1.08  13.16  -0.52
C  -16.20  1.77  14.35  -0.13
C  -16.11  3.16  14.41  -0.59
C  -16.15  3.88  13.24  -0.44
H  -16.06  1.29  11.04  0.38
H  -16.12  0.00  13.22  0.33
H  -16.20  1.16  15.28  0.26
H  -16.09  3.70  15.38  0.32
H  -16.28  4.94  13.31  0.52
C  -18.15  13.62  4.62  -0.97
N  -18.61  15.05  4.53  -0.25
C  -19.36  15.64  5.53  0.32
N  -18.99  15.44  6.80  -0.30
S  -20.63  16.65  5.17  -0.48
H  -17.87  13.34  3.56  0.36
H  -18.90  12.92  4.94  0.37
H  -17.19  13.61  5.22  0.28
H  -18.95  15.29  3.61  0.26
H  -18.14  14.96  7.10  0.20
H  -19.45  16.07  7.41  0.18

No. 3
ORCA calculation (wB97M-V/def2-TZVPD) on the molecule C4H3ClF4O in a non-equilibrium geometry.

Results
DFT total energy	-1089.0027	Eh
max |F|	4.2	eV/A
net charge	0
molar mass	178.5	g mol⁻¹
SMILES string	CO[C@]1(F)C(F)(F)[C@@]1(F)Cl

Each line ends with the Mulliken charge.
Positions of all 13 atoms, in Å:
C  2.09  0.11  -0.09  -0.54
O  0.92  -0.73  -0.02  -0.37
C  -0.19  -0.35  0.52  0.13
F  -0.24  0.17  1.80  -0.31
C  -1.53  -0.76  0.00  0.93
F  -2.55  -0.92  0.82  -0.25
F  -1.55  -1.75  -0.98  -0.28
C  -1.19  0.65  -0.46  0.29
F  -0.62  0.74  -1.68  -0.23
Cl  -2.07  1.90  0.23  -0.15
H  2.62  -0.23  -1.03  0.23
H  2.68  -0.07  0.88  0.28
H  1.63  1.23  -0.01  0.27

No. 4
ORCA calculation (wB97M-V/def2-TZVPD) on the molecule C2H7NO2S in a non-equilibrium geometry.

Results
DFT total energy	-683.6650	Eh
max |F|	8.4	eV/A
net charge	0
molar mass	109.1	g mol⁻¹
SMILES string	CN(C)[SH](=O)=O

Each line ends with the Mulliken charge.
Positions of all 13 atoms, in Å:
C  -0.99  -1.05  0.37  -1.12
N  -0.04  -0.02  -0.13  0.03
C  0.62  -0.28  -1.35  -0.88
S  0.41  1.24  0.89  0.70
O  1.27  2.22  0.33  -0.50
O  0.75  0.46  2.43  -0.59
H  -0.44  -1.86  0.57  0.39
H  -1.36  -0.61  1.27  0.38
H  -1.59  -1.17  -0.42  0.45
H  0.58  0.64  -2.08  0.25
H  1.59  -0.49  -1.11  0.35
H  0.08  -1.06  -1.86  0.36
H  -0.89  1.97  1.10  0.18

Number 1: frontier orbital gap 8.288 eV. Number 2: frontier orbital gap 5.298 eV. Number 3: frontier orbital gap 10.103 eV. Number 4: frontier orbital gap 9.994 eV.